1.
{
  "formula": "C62H55AsCl2N6O11Tc",
  "method": "ωB97M-V/def2-TZVPD",
  "orbital_gap_ev": [6.340, 5.840],
  "total_energy_ev": -184725.87833,
  "largest_force_ev_per_a": 0.8,
  "multiplicity": 4,
  "e_homo_ev": [-7.97, -8.07],
  "e_lumo_ev": [-1.626, -2.228],
  "species": ["Tc", "C", "C", "C", "C", "C", "C", "C", "C", "C", "C", "C", "C", "N", "C", "O", "C", "C", "C", "C", "C", "N", "C", "O", "N", "C", "C", "C", "C", "C", "C", "C", "C", "C", "C", "C", "C", "H", "H", "H", "H", "H", "H", "H", "H", "H", "H", "H", "H", "H", "H", "H", "H", "H", "H", "H", "H", "H", "H", "H", "H", "H", "H", "H", "H", "H", "H", "H", "H", "H", "H", "H", "H", "H", "Cl", "C", "C", "C", "Cl", "C", "O", "C", "C", "O", "C", "H", "H", "H", "O", "N", "O", "C", "C", "C", "C", "O", "C", "C", "N", "O", "O", "N", "O", "O", "H", "H", "C", "C", "C", "C", "C", "C", "As", "C", "C", "C", "C", "C", "C", "C", "C", "C", "C", "C", "C", "H", "H", "H", "H", "H", "H", "H", "H", "H", "H", "H", "H", "H"],
  "positions_angstrom": [[0.604622, -0.049102, 1.730451], [0.181309, 5.751833, -1.756927], [-0.187044, 4.464454, -1.023755], [0.730898, 3.324304, -1.472202], [-1.625073, 4.054375, -1.214597], [-2.259574, 4.285456, -2.417830], [-3.569001, 3.868683, -2.634856], [-4.292307, 3.260070, -1.612696], [-3.708663, 2.978304, -0.397962], [-4.536834, 2.527010, 0.777298], [-5.811558, 1.786577, 0.374796], [-4.874263, 3.749062, 1.647861], [-2.318115, 3.293536, -0.202240], [-1.682096, 2.821057, 0.877817], [-0.937680, 3.412226, 1.846367], [-1.412222, 4.305405, 2.524042], [0.536475, 3.076381, 2.050948], [1.251663, 4.165913, 2.511429], [2.634041, 4.135181, 2.551925], [3.281464, 3.007638, 2.101603], [2.528012, 1.931482, 1.687310], [1.176769, 1.937126, 1.679635], [3.210778, 0.702873, 1.147345], [4.420859, 0.590265, 1.241656], [2.360516, -0.195520, 0.561983], [3.029872, -1.058890, -0.386078], [3.104463, -2.444157, -0.184997], [3.784710, -3.250836, -1.094965], [4.440657, -2.709669, -2.178807], [4.392480, -1.339000, -2.364910], [3.693019, -0.502448, -1.503967], [3.680548, 0.980044, -1.850471], [5.082476, 1.599550, -1.823015], [3.030103, 1.210579, -3.213035], [2.565593, -3.095151, 1.069570], [3.716276, -3.509071, 1.991166], [1.637714, -4.277107, 0.768389], [1.191588, 6.051626, -1.470173], [-0.501865, 6.566251, -1.503389], [0.175168, 5.618597, -2.841468], [-0.025930, 4.648138, 0.036509], [0.570215, 3.122355, -2.534473], [0.537631, 2.399335, -0.927323], [1.775836, 3.608050, -1.324316], [-1.728985, 4.794437, -3.213173], [-4.038243, 4.057031, -3.593203], [-5.340812, 3.032685, -1.770447], [-3.916947, 1.877242, 1.389287], [-6.568242, 2.480647, -0.002607], [-6.240040, 1.281083, 1.242086], [-5.622040, 1.034866, -0.399680], [-5.479645, 4.463880, 1.081861], [-3.966652, 4.250075, 1.992213], [-5.444532, 3.431822, 2.525646], [0.690595, 5.034206, 2.819926], [3.193043, 4.991613, 2.908838], [4.357675, 2.901268, 2.092959], [3.835737, -4.321748, -0.918551], [4.996129, -3.341606, -2.863306], [4.923940, -0.901536, -3.205210], [3.062322, 1.494160, -1.121120], [5.715256, 1.165733, -2.604223], [5.562479, 1.425462, -0.860492], [5.023734, 2.680111, -1.994930], [3.589302, 0.716234, -4.011933], [2.983099, 2.279533, -3.446345], [2.016243, 0.816741, -3.203395], [1.991678, -2.345993, 1.582068], [4.357754, -4.246412, 1.500936], [3.334550, -3.955852, 2.917319], [4.336487, -2.645347, 2.249796], [2.198694, -5.143736, 0.412024], [0.909069, -4.011675, -0.001594], [1.093625, -4.582155, 1.668740], [-6.316729, -1.633113, 3.293613], [-4.680862, -1.045391, 3.221918], [-4.053061, -0.624503, 4.411545], [-2.769402, -0.165290, 4.385901], [-1.976044, 0.308985, 5.845122], [-2.020070, -0.100141, 3.174615], [-0.795110, 0.294135, 3.199862], [-2.695250, -0.492746, 1.993050], [-2.120028, -0.310442, 0.712642], [-0.925088, -0.057626, 0.424615], [-4.022900, -0.978599, 2.040011], [-4.591634, -0.674595, 5.348654], [-2.806173, -0.397710, -0.132934], [-4.502727, -1.297457, 1.120634], [3.082115, -3.815493, 8.191211], [2.168883, -3.969165, 7.403339], [1.312209, -4.828628, 7.486339], [2.101925, -3.038775, 6.266673], [3.072058, -2.048746, 6.137843], [2.971996, -1.151219, 5.122751], [1.927648, -1.184558, 4.144068], [1.871206, -0.291089, 3.239845], [1.029922, -2.288833, 4.275564], [1.104452, -3.169557, 5.351036], [-0.007963, -2.574962, 3.321277], [-0.037834, -2.008468, 2.211828], [-0.821689, -3.424565, 3.567513], [4.024319, -0.115737, 5.054539], [5.153353, -0.477540, 5.335182], [3.694868, 1.022582, 4.796249], [3.888545, -1.990028, 6.843119], [0.387761, -3.969961, 5.444394], [1.506749, -4.501924, -5.306154], [2.091867, -3.246340, -5.211146], [1.567181, -2.298857, -4.343899], [0.443405, -2.584357, -3.573503], [-0.141945, -3.843806, -3.674616], [0.390116, -4.798404, -4.535211], [-0.194136, -1.166337, -2.364334], [-1.940819, -1.913890, -1.963711], [-2.223208, -2.888082, -1.013002], [-3.535887, -3.293706, -0.806591], [-4.564355, -2.707394, -1.539941], [-4.285079, -1.726200, -2.483832], [-2.968336, -1.325660, -2.705224], [-2.517715, -0.320368, -3.696645], [-3.346507, 0.383191, -4.565289], [-2.796985, 1.257376, -5.491638], [-1.419115, 1.433493, -5.555546], [-0.587313, 0.749254, -4.676991], [-1.130266, -0.125584, -3.744709], [1.921239, -5.249043, -5.973063], [2.964618, -3.004770, -5.808283], [2.045758, -1.330957, -4.260791], [-1.017905, -4.092410, -3.089135], [-0.077021, -5.774146, -4.607033], [-1.423573, -3.322631, -0.419926], [-3.758086, -4.060604, -0.073691], [-5.589361, -3.016542, -1.374473], [-5.095830, -1.279477, -3.049604], [-4.422137, 0.244085, -4.530742], [-3.443577, 1.796458, -6.174337], [-0.991641, 2.101977, -6.293216], [0.482368, 0.889341, -4.742877]],
  "forces_ev_per_angstrom": [[-0.1, -0.1, 0.4], [0.0, 0.1, 0.0], [0.0, -0.1, -0.1], [0.0, 0.0, 0.0], [-0.1, -0.1, 0.1], [-0.1, 0.0, 0.0], [0.0, 0.0, 0.0], [-0.1, 0.0, -0.1], [0.1, -0.1, 0.0], [-0.1, 0.0, 0.0], [0.0, -0.1, 0.0], [0.0, 0.0, 0.0], [0.3, 0.2, -0.1], [-0.2, -0.2, 0.2], [0.1, 0.1, -0.4], [-0.1, 0.0, 0.1], [0.1, -0.3, -0.1], [0.0, 0.1, 0.1], [0.1, 0.1, 0.0], [0.3, 0.0, 0.2], [-0.5, -0.1, -0.2], [0.1, 0.7, 0.1], [0.0, -0.8, -0.2], [0.1, 0.4, -0.1], [0.0, 0.3, -0.4], [0.0, -0.2, 0.2], [0.0, 0.0, 0.1], [0.0, -0.1, 0.1], [0.0, 0.0, -0.1], [0.0, 0.0, 0.0], [-0.1, 0.1, 0.0], [0.1, 0.0, 0.0], [0.0, 0.0, 0.1], [0.0, 0.1, 0.0], [0.2, -0.2, -0.2], [0.0, 0.0, 0.1], [0.0, 0.1, 0.1], [0.0, 0.0, 0.0], [0.0, 0.0, 0.0], [0.0, 0.0, 0.1], [0.0, 0.0, 0.1], [0.1, 0.0, 0.0], [0.0, -0.1, 0.0], [0.0, -0.1, 0.0], [0.0, 0.0, 0.0], [0.0, 0.0, 0.0], [0.1, 0.0, 0.0], [0.1, -0.2, 0.1], [0.0, -0.1, 0.0], [0.0, 0.0, 0.0], [0.0, 0.0, 0.1], [0.0, 0.0, 0.0], [-0.1, 0.0, 0.0], [0.0, 0.0, -0.1], [0.0, 0.0, 0.0], [0.0, 0.0, 0.0], [0.0, 0.0, 0.0], [0.0, 0.1, 0.0], [-0.1, 0.0, 0.0], [-0.1, 0.0, 0.0], [-0.1, 0.1, 0.2], [-0.1, 0.1, 0.1], [0.0, 0.0, 0.0], [0.0, -0.1, 0.0], [0.0, 0.0, 0.0], [0.0, -0.1, 0.0], [-0.1, 0.0, -0.1], [-0.1, 0.2, 0.1], [0.0, 0.0, 0.0], [0.0, 0.0, -0.1], [0.0, -0.1, 0.0], [0.0, 0.0, 0.0], [0.0, 0.0, 0.0], [0.1, 0.0, -0.1], [0.1, 0.0, 0.0], [-0.1, 0.0, 0.2], [-0.1, 0.0, 0.0], [0.1, 0.0, 0.1], [0.0, 0.0, 0.0], [0.3, 0.0, 0.0], [-0.3, 0.1, -0.1], [0.0, 0.0, 0.1], [0.1, 0.0, -0.2], [-0.4, 0.1, -0.3], [-0.1, 0.1, -0.3], [0.0, 0.0, 0.0], [0.0, 0.1, -0.1], [0.0, 0.1, 0.0], [-0.1, 0.0, -0.1], [0.0, -0.1, 0.1], [0.1, 0.2, -0.1], [0.1, 0.0, 0.2], [0.1, -0.1, 0.2], [0.0, 0.1, -0.2], [-0.1, 0.0, -0.2], [0.3, -0.1, 0.4], [0.1, 0.1, 0.2], [-0.3, -0.2, -0.2], [0.1, 0.1, 0.0], [0.2, 0.1, -0.5], [-0.3, -0.3, 0.2], [0.1, 0.1, 0.2], [-0.3, 0.1, -0.2], [0.0, -0.2, -0.1], [0.0, 0.0, 0.0], [-0.1, 0.0, 0.0], [0.0, 0.0, 0.0], [0.0, 0.0, 0.0], [0.0, 0.0, 0.0], [0.0, -0.1, 0.0], [0.1, 0.0, 0.0], [0.0, 0.1, 0.0], [0.2, -0.1, -0.5], [0.1, -0.1, 0.1], [0.0, 0.0, 0.0], [0.0, 0.0, 0.0], [0.0, 0.1, 0.0], [0.0, 0.0, 0.0], [0.0, 0.1, -0.1], [0.0, 0.0, 0.1], [-0.1, 0.0, 0.0], [0.0, 0.0, 0.0], [0.0, 0.0, 0.0], [-0.1, -0.1, 0.1], [-0.1, 0.0, 0.1], [0.0, 0.0, 0.0], [0.0, 0.0, 0.0], [0.1, 0.0, 0.0], [0.0, 0.0, 0.0], [0.0, 0.0, 0.0], [0.0, 0.0, 0.0], [0.0, 0.0, 0.0], [0.0, 0.0, 0.0], [0.0, 0.0, 0.0], [0.1, 0.0, 0.0], [0.0, 0.0, 0.0], [0.0, 0.0, 0.0], [0.1, 0.0, 0.0]]
}


2.
{
  "formula": "C23H33FN4O",
  "method": "ωB97M-V/def2-TZVPD",
  "orbital_gap_ev": 8.778,
  "total_energy_ev": -35111.36982,
  "smiles": "CC(C)=CCN1CCN(Cc2cc(F)ccc2-n2nc(C)cc2C)C[C@H]1CCO",
  "largest_force_ev_per_a": 0.9,
  "e_homo_ev": -8.12,
  "e_lumo_ev": 0.659,
  "species": ["C", "C", "C", "C", "C", "N", "C", "C", "N", "C", "C", "C", "C", "F", "C", "C", "C", "N", "N", "C", "C", "C", "C", "C", "C", "C", "C", "C", "O", "H", "H", "H", "H", "H", "H", "H", "H", "H", "H", "H", "H", "H", "H", "H", "H", "H", "H", "H", "H", "H", "H", "H", "H", "H", "H", "H", "H", "H", "H", "H", "H", "H"],
  "positions_angstrom": [[-3.023120, -3.160944, 0.281467], [-3.303812, -1.970952, -0.590391], [-3.009964, -2.211816, -2.041400], [-3.742312, -0.828957, -0.071315], [-4.011407, 0.470104, -0.782687], [-2.973496, 1.486577, -0.657000], [-1.749533, 1.197899, -1.373620], [-0.697080, 0.440490, -0.560301], [-0.404237, 1.202499, 0.641379], [0.687621, 0.622353, 1.423196], [1.958417, 0.588755, 0.620861], [2.642358, 1.776991, 0.399889], [3.799518, 1.775047, -0.354663], [4.453094, 2.934785, -0.558510], [4.313633, 0.612996, -0.902058], [3.631242, -0.568919, -0.692293], [2.453215, -0.589436, 0.049809], [1.775110, -1.813711, 0.199343], [1.422992, -2.270632, 1.409840], [0.824964, -3.430398, 1.218892], [0.312196, -4.240522, 2.354994], [0.773673, -3.727379, -0.156781], [1.396182, -2.672737, -0.785594], [1.608188, -2.423784, -2.235530], [-1.611594, 1.305709, 1.444490], [-2.764758, 1.997019, 0.690243], [-2.686584, 3.541124, 0.726676], [-1.537302, 4.254174, 0.004057], [-0.260987, 3.962571, 0.499391], [-3.206867, -2.938304, 1.329766], [-1.982872, -3.466304, 0.164904], [-3.650910, -4.002581, -0.010506], [-3.427908, -3.169338, -2.349354], [-1.930932, -2.256612, -2.196805], [-3.416617, -1.435489, -2.681967], [-3.909629, -0.790188, 0.998837], [-4.163837, 0.307624, -1.851722], [-4.932230, 0.907760, -0.382526], [-1.305344, 2.145452, -1.691019], [-1.996442, 0.628794, -2.270730], [-1.052446, -0.572156, -0.310314], [0.214328, 0.357189, -1.156871], [0.838290, 1.265818, 2.294401], [0.438312, -0.387261, 1.779937], [2.266670, 2.704086, 0.803941], [5.227217, 0.640742, -1.473728], [4.017717, -1.491084, -1.097221], [0.516745, -3.723926, 3.288384], [0.798018, -5.215192, 2.371842], [-0.761423, -4.399368, 2.259940], [0.347396, -4.594795, -0.619437], [2.536844, -2.881120, -2.578509], [0.792472, -2.865937, -2.803987], [1.652904, -1.357168, -2.447562], [-1.940392, 0.299009, 1.757406], [-1.382824, 1.881356, 2.344766], [-3.673904, 1.764061, 1.259014], [-3.615759, 3.918914, 0.295672], [-2.658220, 3.835958, 1.778571], [-1.596423, 4.052154, -1.074965], [-1.670396, 5.332504, 0.142802], [-0.146382, 2.990233, 0.455700]],
  "forces_ev_per_angstrom": [[-0.1, 0.2, 0.0], [-0.1, -0.2, 0.1], [-0.1, 0.2, 0.1], [-0.1, 0.1, -0.1], [0.0, 0.0, -0.1], [-0.1, 0.1, 0.0], [0.3, -0.1, 0.0], [-0.1, 0.0, -0.4], [0.1, 0.1, 0.0], [-0.2, -0.1, 0.1], [0.1, -0.3, -0.1], [0.2, 0.0, -0.1], [-0.1, -0.1, 0.0], [-0.1, -0.1, 0.0], [-0.1, 0.2, 0.0], [-0.2, 0.0, 0.2], [0.4, 0.6, 0.0], [-0.3, -0.6, -0.4], [0.2, -0.1, 0.9], [0.1, 0.2, -0.3], [0.0, 0.1, 0.0], [0.2, 0.2, -0.1], [-0.3, -0.2, 0.0], [0.1, 0.0, 0.0], [-0.3, 0.0, 0.1], [0.0, 0.4, 0.2], [0.3, -0.1, -0.1], [-0.5, 0.1, -0.1], [0.4, -0.1, 0.2], [0.0, 0.0, 0.1], [0.1, -0.1, 0.0], [0.0, -0.1, 0.0], [0.0, -0.1, -0.1], [0.1, 0.0, 0.0], [0.0, 0.0, -0.1], [0.0, -0.1, 0.2], [-0.1, 0.0, 0.0], [0.0, -0.1, -0.1], [0.1, -0.1, -0.1], [0.0, 0.0, 0.0], [0.1, 0.0, 0.0], [0.0, 0.0, 0.0], [0.0, -0.1, 0.0], [0.0, 0.3, 0.0], [0.0, 0.2, 0.1], [0.1, 0.0, 0.0], [0.0, -0.1, 0.0], [0.0, 0.0, 0.1], [0.0, -0.1, 0.1], [-0.1, 0.0, 0.0], [-0.1, -0.2, -0.2], [0.0, 0.0, -0.1], [0.0, 0.0, 0.0], [0.0, 0.0, -0.1], [0.1, 0.1, 0.0], [0.0, 0.0, 0.0], [0.1, 0.0, 0.0], [-0.1, 0.0, 0.0], [0.0, 0.1, 0.1], [-0.1, 0.1, 0.1], [-0.1, -0.1, -0.1], [0.0, 0.0, 0.0]]
}


Number 1: molecular weight 1303.981 g mol⁻¹. Number 2: molecular weight 400.542 g mol⁻¹.